Computed, not measured: C10H36CsN12O12S as an isolated structure at a distorted geometry, with the ωB97M-V functional and the def2-TZVPD basis.

Geometry as XYZ:
```
72
Properties=species:S:1:pos:R:3
Cs 4.912 3.755 -23.470
S 4.228 7.737 -23.940
O 4.903 5.255 -26.099
O 4.871 7.780 -25.251
O 1.123 8.585 -26.126
O 5.459 10.265 -29.008
O 4.496 6.510 -23.258
O 9.499 6.438 -24.291
O 0.146 4.257 -23.622
O 4.706 8.868 -23.197
O 2.304 10.204 -19.659
O 4.466 4.346 -20.398
O 6.922 11.650 -24.442
O 2.800 7.936 -24.203
N 4.227 9.715 -20.655
N 4.374 5.580 -18.600
N 4.636 8.633 -27.786
N 1.678 5.238 -24.823
N 7.520 5.702 -23.696
N 7.061 10.238 -22.624
N 7.623 7.670 -24.516
N 5.995 10.020 -26.831
N 4.758 6.477 -20.474
N 1.221 5.995 -22.785
N 2.505 9.378 -21.719
N 8.657 11.525 -23.047
C 2.946 9.830 -20.623
C 4.550 5.383 -19.886
C 7.477 11.162 -23.458
C 0.981 5.108 -23.720
C 8.329 6.583 -24.212
C -0.184 8.538 -25.486
C 5.909 5.261 -27.089
C 5.349 9.720 -27.972
C 6.655 3.945 -27.524
C -1.334 9.001 -26.365
H 6.241 9.744 -22.945
H 6.737 5.894 -26.770
H 5.849 9.441 -26.017
H 5.548 5.681 -28.028
H 4.680 9.228 -21.415
H 4.534 4.748 -18.049
H -1.273 8.968 -27.453
H 6.663 10.775 -26.761
H 6.629 7.525 -24.622
H 4.693 10.016 -19.811
H 4.161 8.241 -28.587
H 3.096 9.156 -22.507
H 5.054 6.139 -25.756
H 4.769 6.453 -21.484
H 4.659 8.158 -26.895
H 7.375 9.947 -21.710
H -1.611 10.036 -26.165
H 6.723 6.162 -23.280
H 5.977 3.247 -28.015
H 7.246 3.408 -26.782
H 1.394 4.619 -25.569
H 9.139 11.135 -22.249
H -2.154 8.334 -26.099
H 7.389 4.165 -28.299
H 9.041 12.353 -23.479
H 4.756 6.467 -18.304
H 4.734 7.393 -20.048
H 1.570 9.014 -21.602
H 1.958 6.614 -23.092
H -0.324 7.492 -25.213
H 0.770 6.090 -21.887
H 1.693 8.175 -25.471
H -0.048 9.046 -24.532
H 7.906 4.776 -23.586
H 2.500 5.825 -24.795
H 8.054 8.517 -24.857
```

## Properties
LUMO energy ... 1.2 eV
Gap between HOMO and LUMO ... 7.46 eV
Highest occupied orbital energy ... -6.3 eV
Charge ... -1
ΔE to the lowest compared entry with this formula, charge and spin ... 338.9 kJ/mol
F_max ... 7.66 eV Å⁻¹

Computed, not measured: a 10-piece molecular cluster, C10H36F3N18O12S overall at a distorted geometry, with the ωB97M-V functional and the def2-TZVPD basis.

Geometry as XYZ:
```
80
Properties=species:S:1:pos:R:3
S -20.770 3.755 -25.501
F -20.148 6.035 -24.175
F -19.286 6.127 -26.157
F -21.406 6.198 -25.855
O -19.560 2.992 -25.132
O -18.285 7.564 -32.544
O -21.678 -1.358 -32.327
O -21.269 3.458 -26.844
O -21.068 11.739 -18.739
O -25.599 -2.817 -23.758
O -26.175 6.935 -20.875
O -27.514 6.384 -29.136
O -17.399 -4.408 -24.876
O -21.788 3.541 -24.402
O -11.820 7.807 -26.144
O -18.923 0.586 -17.970
N -25.494 -0.736 -24.395
N -19.581 11.394 -20.412
N -27.301 5.239 -21.745
N -28.331 7.044 -21.197
N -20.033 7.011 -33.729
N -20.373 0.365 -19.685
N -20.630 -0.345 -30.696
N -13.146 6.038 -26.645
N -17.142 -2.225 -25.084
N -24.053 -2.091 -25.147
N -26.224 6.408 -27.396
N -20.270 7.553 -31.681
N -18.366 1.156 -20.095
N -22.730 0.071 -31.036
N -25.560 5.262 -29.139
N -11.135 5.925 -27.133
N -18.221 -3.057 -23.414
N -20.416 9.734 -19.157
C -25.065 -1.928 -24.409
C -21.681 -0.608 -31.341
C -27.199 6.431 -21.179
C -19.196 0.722 -19.153
C -20.354 5.638 -25.458
C -17.592 -3.292 -24.494
C -19.479 7.435 -32.656
C -20.310 11.056 -19.341
C -12.032 6.703 -26.644
C -26.422 6.077 -28.639
H -26.405 4.839 -21.986
H -14.025 6.501 -26.467
H -26.269 -0.540 -23.778
H -18.542 -3.927 -23.013
H -21.039 7.073 -33.668
H -11.357 5.049 -27.584
H -21.222 7.268 -31.863
H -17.411 1.450 -19.949
H -22.530 0.884 -30.471
H -27.001 6.734 -26.839
H -28.439 8.000 -20.890
H -23.576 0.000 -31.583
H -20.660 0.316 -29.932
H -25.922 4.818 -29.971
H -19.972 7.914 -30.786
H -23.619 -1.259 -25.522
H -19.809 -0.881 -30.939
H -21.010 -0.112 -19.063
H -20.975 9.453 -18.364
H -20.486 0.625 -20.655
H -17.805 -2.386 -22.783
H -16.926 -2.105 -26.064
H -19.758 12.250 -20.918
H -13.130 5.048 -26.845
H -24.632 4.993 -28.844
H -17.672 -1.502 -24.619
H -10.159 6.181 -27.177
H -25.463 5.884 -26.989
H -19.678 9.180 -19.568
H -24.807 -0.011 -24.545
H -28.174 4.760 -21.911
H -23.667 -3.018 -25.034
H -18.980 10.772 -20.933
H -28.933 6.713 -21.936
H -18.665 1.373 -21.035
H -19.587 7.140 -34.626
```

## Properties
LUMO energy ... 1.5 eV
Gap between HOMO and LUMO ... 8.25 eV
Highest occupied orbital energy ... -6.8 eV
Charge ... -1
ΔE to the lowest compared entry with this formula, charge and spin ... 819.6 kJ/mol
F_max ... 6.91 eV Å⁻¹

Computed, not measured: C10H36Mn2N16O10 as an isolated structure at a distorted geometry, with the ωB97M-V functional and the def2-TZVPD basis.

Geometry as XYZ:
```
74
Properties=species:S:1:pos:R:3
Mn -2.966 -4.112 -1.074
Mn 0.522 -2.938 0.671
O -4.400 0.642 0.715
O 2.361 -2.756 1.926
O 1.881 4.773 -1.185
O 0.876 -0.880 0.215
O 2.151 2.855 3.706
O 3.809 0.470 -2.494
O 1.936 -1.490 -5.392
O -0.360 -2.469 2.479
O -1.379 -2.857 -0.455
O -4.597 -3.098 -1.519
N 4.625 -2.930 2.068
N 3.174 1.877 -0.827
N 0.238 3.355 -0.462
N 2.333 1.184 2.171
N 4.968 2.409 -2.064
N -0.285 5.107 -1.792
N -5.616 -1.067 -1.618
N 3.689 -1.486 0.571
N 0.772 -3.135 -4.320
N -1.574 -0.860 3.523
N -3.676 1.828 2.595
N 1.683 -1.441 -3.137
N -2.669 2.073 0.589
N 0.390 -1.531 4.417
N -6.517 -2.801 -2.701
N 0.274 1.823 2.909
C -0.464 -1.630 3.392
C -0.333 -0.487 -0.368
C -1.271 -1.552 -1.031
C 3.501 -2.375 1.559
C 1.481 -1.987 -4.373
C -5.436 -2.324 -2.077
C 1.640 2.017 2.995
C -3.684 1.457 1.296
C 0.704 4.426 -1.157
C 3.966 1.511 -1.848
H 5.122 3.209 -1.481
H 0.955 -2.367 4.473
H 4.522 -0.961 0.372
H -2.162 2.805 1.049
H 5.377 -2.264 2.135
H -7.397 -2.329 -2.613
H -6.222 -0.467 -2.151
H -6.532 -3.813 -2.675
H 0.731 -3.679 -5.166
H 3.145 2.842 -0.537
H 1.903 0.466 1.615
H 2.627 1.144 -0.409
H 2.771 -1.215 0.223
H 1.515 -2.041 -2.352
H -1.274 4.998 -1.695
H -0.910 -0.049 0.473
H -0.973 -1.644 -2.083
H 0.348 -0.877 5.175
H 0.100 -3.281 -3.592
H -2.476 1.540 -0.243
H -4.953 -0.714 -0.938
H 3.332 1.268 2.265
H -1.504 -0.018 4.071
H 5.590 2.236 -2.835
H -0.209 2.690 3.092
H 0.138 5.936 -2.186
H -2.280 -1.133 -1.121
H -2.858 2.307 2.910
H -0.651 2.911 -0.593
H -0.265 0.473 -0.896
H 0.910 2.763 -0.001
H 4.545 -3.769 2.614
H -2.296 -0.876 2.822
H -4.521 1.730 3.135
H -0.098 1.160 2.251
H 2.206 -0.582 -3.016
```

## Properties
2S+1 ... 11
LUMO energy (alpha / beta) ... -8.3 / -8.5 eV
Gap between HOMO and LUMO (alpha / beta) ... 4.88 / 4.60 eV
Highest occupied orbital energy (alpha / beta) ... -13.1 / -13.1 eV
Charge ... +2
ΔE to the lowest compared entry with this formula, charge and spin ... 66.2 kJ/mol
F_max ... 4.62 eV Å⁻¹

Computed, not measured: C10H36N16NiO10 as an isolated structure at a distorted geometry, with the ωB97M-V functional and the def2-TZVPD basis.

Geometry as XYZ:
```
73
Properties=species:S:1:pos:R:3
Ni 29.366 24.684 -9.057
O 33.723 28.613 -12.970
O 25.487 20.257 -11.271
O 34.431 26.458 -8.020
O 30.468 24.362 -16.153
O 30.806 23.349 -10.075
O 24.638 29.884 -13.014
O 29.694 26.523 -10.055
O 30.174 30.456 -7.424
O 23.788 29.222 -8.778
O 27.828 24.254 -10.409
N 25.751 22.519 -11.436
N 28.742 24.977 -15.048
N 29.538 29.319 -9.139
N 33.264 25.954 -9.846
N 31.981 27.236 -12.427
N 26.003 29.264 -9.422
N 32.607 22.282 -10.737
N 35.506 26.014 -9.980
N 32.425 29.077 -11.250
N 27.518 21.362 -11.572
N 26.619 28.769 -12.947
N 31.220 22.705 -12.209
N 25.084 27.374 -9.140
N 25.625 29.229 -14.806
N 30.507 28.271 -7.655
N 29.075 22.915 -15.254
C 25.566 29.322 -13.537
C 31.471 22.852 -10.961
C 30.033 29.421 -7.999
C 28.638 26.555 -11.001
C 27.773 25.236 -11.300
C 29.529 24.122 -15.512
C 26.187 21.278 -11.440
C 34.419 26.078 -9.230
C 32.731 28.360 -12.282
C 24.879 28.642 -9.023
H 27.910 22.286 -11.456
H 29.490 28.365 -9.468
H 32.950 29.920 -11.068
H 29.342 30.186 -9.620
H 32.392 26.382 -12.777
H 29.456 22.121 -15.747
H 32.471 26.210 -9.275
H 28.117 24.557 -14.374
H 24.751 22.645 -11.372
H 25.016 29.824 -15.349
H 33.433 26.255 -10.795
H 27.412 28.534 -13.527
H 31.214 27.203 -11.771
H 25.863 30.256 -9.291
H 28.154 24.872 -12.254
H 29.007 25.951 -15.025
H 26.719 25.357 -11.550
H 26.345 23.248 -11.067
H 26.805 29.007 -11.983
H 27.868 27.289 -10.765
H 26.446 29.056 -15.368
H 31.775 28.716 -10.566
H 28.096 20.628 -11.956
H 31.999 22.423 -12.786
H 26.755 28.844 -8.895
H 33.101 22.529 -9.891
H 31.086 28.183 -6.833
H 24.409 26.623 -9.108
H 36.371 25.706 -9.560
H 32.765 21.396 -11.194
H 25.994 26.996 -9.365
H 29.017 26.892 -11.966
H 30.413 27.602 -8.406
H 28.302 22.739 -14.628
H 35.230 25.783 -10.924
H 30.282 22.923 -12.514
```

## Properties
2S+1 ... 4
LUMO energy (alpha / beta) ... 1.7 / 1.7 eV
Gap between HOMO and LUMO (alpha / beta) ... 4.97 / 7.88 eV
Highest occupied orbital energy (alpha / beta) ... -3.3 / -6.2 eV
Charge ... -1
ΔE to the lowest compared entry with this formula, charge and spin ... 0.0 kJ/mol
F_max ... 7.95 eV Å⁻¹